No. 1
Entry from the OMol25 dataset: a molecular structure, C23H27BrN3O8Re (the ωB97M-V functional and the def2-TZVPD basis).

Geometry (Å):
Re  0.125  -0.186  0.464
O  1.576  -1.632  3.822
C  1.739  -1.234  2.707
O  0.914  -1.523  1.690
C  2.918  -0.360  2.283
C  3.227  -0.535  0.794
C  4.560  0.097  0.423
C  4.231  1.608  0.485
C  2.766  1.596  0.892
O  2.258  0.404  0.201
C  2.582  1.180  2.358
C  1.147  1.478  2.786
O  0.814  1.877  3.857
O  0.266  1.261  1.781
H  3.761  -0.597  2.928
H  3.044  -1.530  0.402
H  5.340  -0.202  1.120
H  4.865  -0.203  -0.578
H  4.837  2.153  1.206
H  4.354  2.079  -0.488
H  2.186  2.460  0.586
H  3.265  1.691  3.032
O  1.136  -4.748  -3.772
C  0.873  -3.784  -2.894
C  0.296  -4.002  -1.641
C  0.073  -2.925  -0.826
N  0.384  -1.651  -1.160
C  0.931  -1.460  -2.371
Br  1.334  0.286  -2.950
C  1.189  -2.477  -3.260
H  0.878  -5.617  -3.437
H  0.024  -4.993  -1.304
H  -0.377  -3.046  0.149
H  1.619  -2.272  -4.228
C  -3.860  -0.892  1.234
C  -2.459  -1.228  1.728
C  -2.332  -2.698  2.098
C  -2.076  -0.342  2.898
O  -1.590  -1.018  0.574
H  -4.600  -1.113  2.004
H  -4.101  -1.481  0.347
H  -3.932  0.168  0.985
H  -2.982  -2.934  2.941
H  -1.305  -2.930  2.385
H  -2.627  -3.328  1.256
H  -2.818  -0.477  3.688
H  -2.071  0.714  2.627
H  -1.107  -0.610  3.323
N  -3.046  5.203  -3.141
C  -2.930  3.895  -3.469
O  -3.340  3.418  -4.503
C  -2.207  3.011  -2.475
C  -1.303  3.472  -1.530
C  -0.670  2.563  -0.706
N  -0.905  1.247  -0.781
C  -1.797  0.800  -1.682
C  -2.451  1.646  -2.548
H  -3.574  5.788  -3.768
H  -2.895  5.535  -2.206
H  -1.058  4.521  -1.435
H  0.028  2.876  0.056
H  -1.982  -0.265  -1.675
H  -3.147  1.266  -3.282

Values from the calculation:
Spin multiplicity: 4
LUMO level (alpha / beta) in eV: -3.235 / -3.985
Net charge: +1

Here are the natural (NBO) charges for atoms 1 to 4, given in e: atom 1 (Re): 1.906, atom 2 (O): -0.524, atom 3 (C): 0.790, atom 4 (O): -0.775


No. 2
Entry from the OMol25 dataset: 2 unconnected molecules or ions with the total composition C5H11N in a non-equilibrium geometry (the ωB97M-V functional and the def2-TZVPD basis).

Geometry (Å):
C  -1.108  0.442  1.461
C  -1.745  -0.521  2.120
C  -2.599  -1.579  1.513
H  -0.729  1.257  2.067
H  -1.338  0.570  0.409
H  -1.673  -0.535  3.203
H  -3.636  -1.450  1.817
H  -2.325  -2.587  1.844
H  -2.522  -1.600  0.424
C  1.606  0.784  -0.700
N  1.456  0.517  -1.913
C  2.603  0.686  -2.780
H  0.788  0.683  0.003
H  2.558  1.171  -0.310
H  2.445  1.574  -3.370
H  3.573  0.713  -2.275
H  2.648  -0.124  -3.513

Values from the calculation:
LUMO level in eV: 1.211
Net charge: 0
SMILES string: C=CC.C=NC

Here are the natural (NBO) charges for atoms 1 to 4, given in e: atom 1 (C): -0.448, atom 2 (C): -0.142, atom 3 (C): -0.655, atom 4 (H): 0.205